16
Properties=species:S:1:pos:R:3 method="wB97M-V/def2-TZVPD" e_lumo_ev=0.1850 homo_energy_ev=-8.4673 molar_mass_g_mol=86.13 e_tot_ha=-271.5872 fmax_ev_per_a=0.47 total_charge=0 relative_energy_kcal_mol=103.8
C 0.1426 -2.5296 -0.4546
H 0.0883 1.9443 -2.1713
O 1.3314 -2.5172 -0.2314
H -1.0597 2.2147 -0.8507
H 0.5993 -0.3929 2.0748
H -0.5799 -3.0409 0.2083
C -0.3759 -0.0052 0.5516
H -0.2934 -2.0694 -1.3601
C -0.4736 1.4512 -1.3735
C -0.1646 0.4080 1.9345
C 0.4886 0.7343 -0.4083
H 1.0774 0.0019 -0.9760
H -0.9596 0.1810 2.6498
H 0.3185 1.3783 2.1393
H 1.1873 1.4636 0.0381
H -1.1715 0.7359 -1.8183